[1]
Here is C46H58CoN2O4PS2Si as an isolated structure from OMol25. Energies are from ωB97M-V/def2-TZVPD.

Results
E_HOMO (spin up / spin down) (eV): -7.6 / -7.7
Orbital gap (spin up / spin down) (eV): 8.07 / 6.08
Lowest unoccupied orbital energy (spin up / spin down) (Eh): 0.0189 / -0.0603
⟨S²⟩: 6.020
Electronic energy (Ha): -5008.34939

Structure (ORCA input):
```
! RIJCOSX wB97M-V def2-TZVPD def2/J DEFGRID3
* xyz 0 5
Co 0.2701 0.1734 -0.0721
C -4.5749 5.2630 0.0612
C -3.9842 5.1724 -1.1900
C -3.1376 4.1123 -1.4953
C -2.8706 3.1284 -0.5462
C -3.4772 3.2267 0.7093
C -4.3239 4.2824 1.0116
P -1.8148 1.6517 -0.8570
C -1.2408 1.9578 -2.5680
C -1.4703 1.0600 -3.6049
C -0.9087 1.2798 -4.8564
C -0.1169 2.3953 -5.0841
C 0.0986 3.3070 -4.0588
C -0.4591 3.0880 -2.8104
C -3.0670 0.3595 -1.0640
C -4.4123 0.5673 -1.2224
C -5.2759 -0.5219 -1.4641
C -4.7653 -1.7808 -1.5950
C -3.3767 -2.0240 -1.4581
C -2.8278 -3.3099 -1.6696
C -1.4787 -3.4885 -1.5921
C -0.6288 -2.4224 -1.2209
C -1.1055 -1.1643 -0.9351
C -2.5067 -0.9452 -1.1301
H -5.2368 6.0906 0.2912
H -4.1826 5.9284 -1.9403
H -2.6949 4.0515 -2.4789
H -3.2976 2.4550 1.4428
H -4.7867 4.3405 1.9905
H -2.0762 0.1782 -3.4372
H -1.0887 0.5706 -5.6554
H 0.3339 2.5531 -6.0566
H 0.7101 4.1856 -4.2256
H -0.2886 3.8094 -2.0195
H -4.8223 1.5693 -1.1850
H -6.3389 -0.3456 -1.5754
H -5.4151 -2.6183 -1.8280
H -3.4910 -4.1332 -1.9135
H -1.0463 -4.4648 -1.7842
H 0.4289 -2.6334 -1.1299
C 5.3769 -0.6919 -2.5577
C 4.5755 -0.7009 -1.2619
N 4.2103 0.6485 -0.8312
C 5.2040 1.3712 -0.0315
C 4.9657 1.2093 1.4667
C 2.9994 1.1826 -1.0095
S 1.7800 0.3491 -1.9360
N 2.8202 2.4326 -0.5714
C 1.7364 2.8520 0.0397
O 0.8091 2.1150 0.4991
C 1.6260 4.3252 0.2613
C 0.4625 4.8447 0.8233
C 0.3121 6.2131 0.9934
C 1.3374 7.0713 0.6184
C 2.5081 6.5561 0.0751
C 2.6530 5.1888 -0.1065
H 5.6240 -1.7150 -2.8482
H 6.3085 -0.1322 -2.4443
H 4.7916 -0.2329 -3.3567
H 5.1557 -1.1538 -0.4549
H 3.6713 -1.2813 -1.3808
H 5.1646 2.4222 -0.3064
H 6.1829 0.9767 -0.3046
H 3.9646 1.5543 1.7281
H 5.6952 1.7957 2.0300
H 5.0527 0.1635 1.7658
H -0.3264 4.1655 1.1142
H -0.6061 6.6038 1.4164
H 1.2254 8.1421 0.7455
H 3.3136 7.2234 -0.2067
H 3.5562 4.7818 -0.5425
C -1.4082 1.8487 3.5460
C -0.2210 1.0233 3.9871
C 0.9882 1.9221 4.2283
C -0.5636 0.2105 5.2330
O 0.0800 0.1430 2.8802
Si 0.9109 -1.2703 2.9179
S 1.6121 -1.4384 0.9209
O 0.0176 -2.5100 3.4828
C -1.1647 -3.1983 3.0462
C -0.7672 -4.2264 1.9929
C -2.1903 -2.2192 2.4839
C -1.7251 -3.8873 4.2834
O 2.1346 -1.1531 3.9846
C 3.0805 -2.1151 4.4856
C 4.4207 -1.3983 4.5678
C 2.6054 -2.5243 5.8760
C 3.1954 -3.3431 3.5877
H -1.6328 2.6264 4.2796
H -2.2878 1.2084 3.4238
H -1.1661 2.3138 2.5905
H 0.7732 2.6567 5.0086
H 1.2320 2.4497 3.3020
H 1.8498 1.3210 4.5271
H -0.8427 0.8766 6.0522
H 0.2924 -0.3938 5.5471
H -1.4024 -0.4596 5.0247
H -0.2544 -3.7313 1.1649
H -1.6556 -4.7313 1.6049
H -0.0984 -4.9763 2.4243
H -1.7430 -1.6053 1.7036
H -2.5652 -1.5581 3.2722
H -3.0316 -2.7583 2.0425
H -0.9875 -4.5801 4.6942
H -2.6318 -4.4436 4.0300
H -1.9685 -3.1434 5.0455
H 4.3171 -0.4854 5.1589
H 4.7599 -1.1276 3.5654
H 5.1720 -2.0408 5.0331
H 2.5360 -1.6446 6.5203
H 3.3034 -3.2371 6.3223
H 1.6172 -2.9864 5.8077
H 3.4778 -3.0549 2.5730
H 2.2414 -3.8759 3.5412
H 3.9551 -4.0192 3.9849
*
```

***

[2]
Here is a 7-piece molecular cluster, C48H72N13O3 overall in a non-equilibrium geometry from OMol25. Energies are from ωB97M-V/def2-TZVPD.

Results
E_HOMO (eV): -19.0
Orbital gap (eV): 4.93
ΔE to the lowest compared entry with this formula, charge and spin (eV): 0.090
Lowest unoccupied orbital energy (Eh): -0.5154
Electronic energy (Ha): -2806.86215

Structure (ORCA input):
```
! RIJCOSX wB97M-V def2-TZVPD def2/J DEFGRID3
* xyz 7 1
C -0.7389 -3.6100 4.2926
C -0.6950 -2.2577 4.9939
N 0.6452 -2.1949 5.6435
C 1.7861 -1.9777 4.9875
C 2.9155 -2.0589 5.7462
N 2.4069 -2.2615 7.0459
C 1.0064 -2.4111 6.9352
C 3.1758 -2.4232 8.2634
H -0.6448 -4.4467 4.9848
H 0.0685 -3.8068 3.5872
H -1.6084 -3.8038 3.6645
H -1.5136 -2.1662 5.7077
H -0.8005 -1.4665 4.2516
H 1.6883 -1.9341 3.9129
H 3.9342 -1.9655 5.3999
H 0.3752 -2.6831 7.7683
H 2.4856 -2.3410 9.1030
H 3.9483 -1.6581 8.3414
H 3.6194 -3.4186 8.2400
C -0.1757 5.0857 1.8527
C -0.4339 3.7229 2.4332
N 0.7456 3.2802 3.0886
C 1.7866 2.5486 2.5335
C 2.7703 2.3388 3.4868
N 2.2877 2.8248 4.6491
C 1.1228 3.5518 4.3526
C 2.9416 2.7502 6.0078
H -1.0648 5.4194 1.3178
H 0.6996 5.1119 1.2036
H -0.0720 5.8946 2.5759
H -0.7343 3.0777 1.6075
H -1.2070 3.7983 3.1978
H 1.6970 2.1905 1.5185
H 3.6764 1.7511 3.4749
H 0.6070 4.0056 5.1859
H 2.1428 2.3880 6.6549
H 3.2247 3.7277 6.3982
H 3.7781 2.0541 5.9449
C 3.3476 -1.2051 -5.6958
C 3.6754 0.1690 -5.0220
N 2.6706 1.1696 -5.2179
C 2.5138 1.9465 -6.3467
C 1.6013 2.9154 -6.0091
N 1.0740 2.6428 -4.7134
C 1.7088 1.4944 -4.2495
C 0.2127 3.4747 -3.9123
H 3.2301 -1.0564 -6.7692
H 2.5354 -1.8154 -5.3008
H 4.2736 -1.7289 -5.4587
H 4.5806 0.4924 -5.5358
H 3.9286 -0.0131 -3.9776
H 3.0649 1.9683 -7.2752
H 1.3246 3.8094 -6.5481
H 1.6169 1.1146 -3.2427
H -0.7392 3.7415 -4.3714
H 0.7923 4.3406 -3.5924
H 0.0398 2.9023 -3.0009
C 0.4264 -0.5347 -10.2711
C -0.7001 -1.4929 -10.2287
N -0.9574 -1.7931 -8.8564
C -0.2247 -2.7056 -8.1039
C -0.8568 -2.8079 -6.9038
N -1.9854 -1.9397 -6.9488
C -1.9738 -1.3369 -8.1472
C -2.9664 -1.7877 -5.9188
H 0.6737 -0.3511 -11.3167
H 1.3575 -0.9218 -9.8572
H 0.1640 0.3992 -9.7742
H -0.4057 -2.3663 -10.8106
H -1.6582 -1.1845 -10.6470
H 0.5459 -3.2416 -8.6380
H -0.7664 -3.3275 -5.9613
H -2.7240 -0.6759 -8.5557
H -3.1324 -0.7371 -5.6804
H -2.7838 -2.2915 -4.9696
H -3.8960 -2.0642 -6.4163
C 0.2191 -6.8105 -0.6471
N 1.4892 -6.4053 0.0858
C 2.1110 -5.2281 -0.1570
C 3.1482 -4.8020 0.6357
C 3.6474 -5.6633 1.6572
C 3.0485 -6.9285 1.8139
C 1.9633 -7.2305 1.0433
C 4.8834 -5.3471 2.4548
C 4.9776 -5.8020 3.7624
C 6.1918 -5.7013 4.4076
N 7.2698 -5.2542 3.8448
C 7.2273 -4.7852 2.5564
C 6.0329 -4.7767 1.9289
C 8.5695 -5.4274 4.4591
H -0.4764 -6.9685 0.1772
H 0.4834 -7.6801 -1.2488
H -0.1075 -6.0297 -1.3339
H 1.7514 -4.7284 -1.0443
H 3.5948 -3.8446 0.4114
H 3.5073 -7.6034 2.5212
H 1.3875 -8.1278 1.2156
H 4.1311 -6.2577 4.2546
H 6.3102 -6.1554 5.3804
H 8.1910 -4.4711 2.1835
H 5.9810 -4.4485 0.9013
H 8.3990 -5.8293 5.4579
H 9.0987 -4.4766 4.5233
H 9.0348 -6.2732 3.9530
C -6.1883 0.5926 -0.1464
N -6.3490 2.0825 -0.0143
C -5.6760 3.0414 -0.8501
C -5.8300 4.4040 -0.6003
C -6.4640 4.8476 0.5536
C -7.1452 3.8988 1.3596
C -7.1019 2.5311 1.0543
C -6.5391 6.3357 0.9206
C -6.2928 6.8099 2.2615
C -6.5204 8.1738 2.5365
N -6.7662 9.0359 1.5309
C -6.8603 8.6384 0.2691
C -6.8109 7.2795 -0.0311
C -7.0055 10.4192 1.8889
H -7.1573 0.1451 0.0745
H -5.3741 0.3426 0.5339
H -6.0316 0.3177 -1.1894
H -5.0965 2.6477 -1.6720
H -5.3388 5.1034 -1.2606
H -7.5948 4.1923 2.2966
H -7.5609 1.7682 1.6656
H -6.0219 6.1186 3.0458
H -6.5316 8.5385 3.5530
H -7.1813 9.3524 -0.4749
H -6.9671 7.0154 -1.0666
H -6.1789 10.6811 2.5493
H -7.9794 10.5448 2.3621
H -6.8343 11.0693 1.0310
N -1.0173 -1.1430 -0.8746
O -1.5059 -2.2828 -0.9302
O -1.5653 -0.2913 -1.4520
O -0.0140 -0.9919 -0.2307
*
```

***

[3]
Here is a 2-piece molecular cluster, C3H5N2O overall in a non-equilibrium geometry from OMol25. Energies are from ωB97M-V/def2-TZVPD.

Results
E_HOMO (spin up / spin down) (eV): -0.7 / -3.5
Orbital gap (spin up / spin down) (eV): 5.21 / 7.12
ΔE to the lowest compared entry with this formula, charge and spin (eV): 0.351
Lowest unoccupied orbital energy (spin up / spin down) (Eh): 0.1671 / 0.1340
⟨S²⟩: 2.012
Electronic energy (Ha): -301.88108

Structure (ORCA input):
```
! RIJCOSX wB97M-V def2-TZVPD def2/J DEFGRID3
* xyz -1 3
C 0.2859 -1.5304 0.2064
C -1.1533 0.5347 0.1999
C 0.1659 -0.1447 -0.0194
N 0.3493 -2.6774 0.2990
N 1.0224 0.4062 -0.8534
O 0.9531 1.5976 -1.3678
H -1.9554 -0.0326 -0.2793
H -1.0710 1.5205 -0.2539
H -1.3632 0.6271 1.2591
H 0.8677 -0.2013 1.8245
H 1.8985 -0.0997 -1.0151
*
```

***

[4]
Here is C31H33AsN6O3S4Sr as an isolated structure in a non-equilibrium geometry from OMol25. Energies are from ωB97M-V/def2-TZVPD.

Results
E_HOMO (eV): -0.5
Orbital gap (eV): 4.17
Lowest unoccupied orbital energy (Eh): 0.1358
Electronic energy (Ha): -5614.83585

Structure (ORCA input):
```
! RIJCOSX wB97M-V def2-TZVPD def2/J DEFGRID3
* xyz -2 1
Sr -0.0074 0.6579 0.0532
C -0.8241 -3.5203 1.2042
C -0.0850 -4.0247 -0.0436
C 1.3832 -3.7108 0.0063
C 2.2541 -4.4949 0.7681
C 3.5936 -4.1619 0.8132
C 4.0296 -3.0549 0.1014
C 3.0949 -2.3243 -0.6165
N 1.8020 -2.6446 -0.6708
N -1.2394 -2.1226 1.1815
C -2.4946 -1.9415 0.4419
C -2.3237 -1.9381 -1.0528
C -3.1896 -2.6602 -1.8632
C -3.0819 -2.5341 -3.2343
C -2.1047 -1.7008 -3.7510
C -1.2715 -1.0336 -2.8700
N -1.3603 -1.1583 -1.5428
C -1.3791 -1.6288 2.5465
C -0.0499 -1.3620 3.2060
C 0.2863 -1.9574 4.4178
C 1.4783 -1.6175 5.0346
C 2.3038 -0.6924 4.4232
C 1.9028 -0.1590 3.2052
N 0.7633 -0.4860 2.6042
H -0.1610 -3.6589 2.0639
H -1.7058 -4.1594 1.3809
H -0.5038 -3.5768 -0.9427
H -0.2218 -5.1075 -0.1025
H 1.8727 -5.3504 1.3136
H 4.2914 -4.7540 1.3947
H 5.0716 -2.7597 0.1121
H 3.3715 -1.4289 -1.1587
H -2.9189 -0.9600 0.6917
H -3.2255 -2.7137 0.7297
H -3.9667 -3.2641 -1.4117
H -3.7674 -3.0585 -3.8909
H -2.0015 -1.5421 -4.8163
H -0.5013 -0.3666 -3.2280
H -1.9653 -2.3210 3.1747
H -1.9162 -0.6750 2.4974
H -0.3893 -2.6748 4.8671
H 1.7561 -2.0676 5.9809
H 3.2410 -0.3850 4.8677
H 2.5254 0.5589 2.6848
C 7.2044 -0.4552 1.1739
O 7.0640 0.9423 1.3093
C 5.8085 1.4658 1.1166
C 5.7025 2.8524 1.3463
C 4.4697 3.4359 1.1954
C 3.3208 2.7225 0.8190
C 2.0220 3.3856 0.7586
C 1.9206 4.8883 0.9370
O 0.9807 2.7721 0.5712
C 3.4252 1.3115 0.5367
O 2.4587 0.5917 0.1514
C 4.7253 0.7211 0.7285
H 8.2362 -0.6881 1.4294
H 7.0047 -0.7801 0.1481
H 6.5315 -0.9933 1.8472
H 6.5770 3.4132 1.6487
H 4.3815 4.4987 1.3912
H 2.5658 5.4111 0.2270
H 2.2200 5.1800 1.9466
H 0.8834 5.1696 0.7708
H 4.7938 -0.3397 0.5459
S -3.8788 4.1542 -0.4348
As -3.0073 2.2158 -0.6328
S -1.2183 2.3380 -1.9298
S -2.3365 1.4909 1.3449
S -4.3918 0.7809 -1.4303
N 1.8730 1.6241 -2.6818
C 3.0422 2.1439 -3.0897
C 3.8093 1.0889 -3.5355
C 2.9869 -0.0410 -3.3421
N 1.8180 0.2974 -2.8166
H 1.0530 2.1040 -2.2965
H 3.2431 3.2008 -3.0310
H 4.8111 1.1277 -3.9303
H 3.1974 -1.0791 -3.5521
*
```

***

[5]
Here is a 13-piece molecular cluster, C5H39N2O12 overall in a non-equilibrium geometry from OMol25. Energies are from ωB97M-V/def2-TZVPD.

Results
E_HOMO (eV): -11.2
Orbital gap (eV): 8.47
ΔE to the lowest compared entry with this formula, charge and spin (eV): 1.583
Lowest unoccupied orbital energy (Eh): -0.0999
Electronic energy (Ha): -1226.07601

Structure (ORCA input):
```
! RIJCOSX wB97M-V def2-TZVPD def2/J DEFGRID3
* xyz 1 1
N 0.2960 1.0717 1.0060
C -0.6637 2.1365 0.2433
C -2.0361 1.7766 0.8087
C -2.1158 2.0686 2.3029
C -3.1655 2.4637 0.0015
C -0.2122 3.5506 0.5166
N 0.9443 3.9754 -0.2764
H 1.3130 1.0377 0.8791
H 0.0202 0.0793 0.9268
H 0.1373 1.2019 2.0150
H -0.7367 1.8723 -0.8371
H -2.3299 0.7399 0.5018
H -1.1792 2.0413 2.8280
H -2.8460 1.5393 2.9628
H -2.4835 3.0944 2.3688
H -2.7078 2.9653 -0.8740
H -3.6790 3.0712 0.7432
H -3.9310 1.7061 -0.3601
H 0.2280 3.5493 1.5585
H -0.8647 4.4104 0.5157
H 0.6701 4.4828 -1.0987
H 1.6052 3.2659 -0.5826
H 3.0872 2.0498 -1.9946
H 3.8735 3.3065 -2.6337
O 3.0351 2.8967 -2.4378
H 3.4225 0.4395 -0.2714
H 3.6004 1.6357 0.8174
O 3.0060 1.2619 0.1674
H -0.5325 0.4860 -3.8911
H -0.9780 -0.5556 -2.9271
O -0.2291 0.0271 -3.1023
H 3.2281 -1.5622 -1.4114
H 3.1841 -1.3270 0.1296
O 3.6755 -1.0927 -0.6725
H -1.9688 -3.8060 -0.2281
H -0.4830 -4.2320 -0.4981
O -1.1910 -3.6387 -0.7733
H 2.0644 0.1919 4.6565
H 0.5799 0.5326 4.6994
O 1.3033 0.3769 4.0840
H -2.9173 -2.4373 -2.5399
H -3.6552 -1.3299 -3.3490
O -2.7931 -1.6402 -3.0559
H 1.2643 -1.2410 -2.5792
H 1.3502 -2.7677 -2.5837
O 1.9055 -1.9823 -2.6613
H -1.9660 -1.6597 0.6695
H -0.9429 -1.6369 -0.4019
O -1.4499 -1.0330 0.1420
H 0.4193 -4.4830 2.3763
H 1.6948 -4.2668 1.7752
O 0.7714 -3.9511 1.6376
H 1.1567 -2.2439 1.3773
H 1.7409 -0.9981 2.2231
O 1.5992 -1.3486 1.3413
H -4.0282 -3.2142 1.6703
H -4.2666 -4.0260 0.3422
O -3.6047 -3.6019 0.9006
*
```

***

[6]
Here is C4H5EuO3 as an isolated structure in a non-equilibrium geometry from OMol25. Energies are from ωB97M-V/def2-TZVPD.

Results
E_HOMO (spin up / spin down) (eV): -20.5 / -20.4
Orbital gap (spin up / spin down) (eV): 5.37 / 5.33
Lowest unoccupied orbital energy (spin up / spin down) (Eh): -0.5554 / -0.5556
⟨S²⟩: 15.759
Electronic energy (Ha): -1090.16162

Structure (ORCA input):
```
! RIJCOSX wB97M-V def2-TZVPD def2/J DEFGRID3
* xyz 3 8
H 0.6880 -0.1291 -2.2021
O 2.3081 2.2980 -1.4650
C 1.4801 1.4046 -1.4193
O 1.1933 0.6668 -2.4358
Eu 4.0221 3.7263 -2.4603
O 0.1181 0.7680 0.4278
C -0.8634 -0.0011 0.6347
C -0.8057 -1.1115 1.5500
C -1.8695 -1.9259 1.7154
H -1.7840 0.1342 0.0348
H 0.1247 -1.2625 2.1015
H -1.8178 -2.8012 2.3629
H -2.7941 -1.7666 1.1555
*
```

***

[7]
Here is a 2-piece molecular cluster, H2NO3S overall in a non-equilibrium geometry from OMol25. Energies are from ωB97M-V/def2-TZVPD.

Results
E_HOMO (spin up / spin down) (eV): -4.1 / -4.1
Orbital gap (spin up / spin down) (eV): 7.55 / 7.55
ΔE to the lowest compared entry with this formula, charge and spin (eV): 4.234
Lowest unoccupied orbital energy (spin up / spin down) (Eh): 0.1273 / 0.1273
Electronic energy (Ha): -679.79018

Structure (ORCA input):
```
! RIJCOSX wB97M-V def2-TZVPD def2/J DEFGRID3
* xyz -1 1
N 0.0839 0.7760 -0.3516
O -1.3045 0.8811 1.5813
O -0.4458 -1.3670 0.9338
O 0.5972 -0.5200 -1.7754
S -0.1146 0.0422 1.2356
H 0.8700 1.4068 -0.4490
H 0.3137 -1.2190 -1.1747
*
```